The following is a quantum chemistry calculation of a molecular structure, CH2N2O2Si in a non-equilibrium geometry, from the OMol25 dataset.

Geometry as XYZ:
```
8
Properties=species:S:1:pos:R:3:lowdin_charge:R:1
C 1.88714 1.35314 0.05823 -0.31
N 3.01829 1.58265 -0.11076 0.08
N 0.06224 0.03867 2.12060 -0.51
O 0.79601 -0.95609 2.13952 -0.02
O -0.52780 0.53228 3.02850 0.08
Si 0.22375 0.41253 0.35671 0.69
H 0.10511 -0.82979 -0.39138 -0.05
H -1.49124 1.21540 -0.70577 0.03
```

As for the total charge: 0. The total energy is -16016.4474 eV. Its energy above the lowest of the compared OMol25 structures with the same formula, charge and spin is 2.915 eV. The spin multiplicity is 1.


The following is a quantum chemistry calculation of a single C7H8O molecule in a non-equilibrium geometry, from the OMol25 dataset.

Geometry as XYZ:
```
16
Properties=species:S:1:pos:R:3:lowdin_charge:R:1
C -1.13211 1.46478 0.55077 -0.25
C -0.78639 -0.21984 0.63439 -0.25
C -0.54532 -1.40136 0.01044 -0.15
C 0.75053 -1.68210 -0.38561 -0.09
C 1.97223 -0.71091 -0.31097 -0.03
C 1.53492 0.55451 -0.08198 -0.02
C 0.03791 0.68752 -0.13593 -0.26
H -2.89140 2.04943 -0.26427 0.15
H -0.70033 2.01822 1.56598 0.20
H -0.61129 -0.22849 1.68681 0.12
H -1.05563 -2.35244 -0.54429 0.15
H 0.95699 -2.69974 -0.79987 0.09
H 2.82629 -1.29919 -0.46959 0.07
H 2.10976 1.36432 0.07605 0.05
H -0.55151 0.53557 -1.17258 0.20
O -1.91465 1.91971 -0.35935 0.01
```

As for the total charge: 0. The total energy is -9428.9395 eV. Its energy above the lowest of the compared OMol25 structures with the same formula, charge and spin is 7.303 eV. Its SMILES is OC1[C@H]2C=CC=C[C@H]12. The spin multiplicity is 1.


The following is a quantum chemistry calculation of a single C7H14O6 molecule in a non-equilibrium geometry, from the OMol25 dataset.

Geometry as XYZ:
```
27
Properties=species:S:1:pos:R:3:lowdin_charge:R:1
C 0.23359 2.18181 -1.37712 -0.20
C -0.06274 1.01744 -0.48688 -0.35
C 0.62882 -1.27696 -0.35288 -0.21
C 2.11071 -1.28829 0.00001 -0.19
C -0.32452 -1.16844 0.89605 -0.20
C -1.70087 -0.54736 0.43153 -0.25
C -1.52755 0.85271 -0.15603 -0.27
H 1.83263 1.40342 -1.93187 0.07
H -0.28275 2.02264 -2.33849 0.13
H -0.10370 3.19731 -0.94335 0.17
H 0.54609 1.19348 0.40619 0.16
H 0.36797 -2.12731 -0.97981 0.16
H 2.33863 -2.16422 0.62334 0.13
H 2.62997 -1.40435 -0.99015 0.14
H 2.69253 0.61830 0.25977 0.06
H 0.09391 -0.48793 1.61715 0.15
H 0.16625 -2.92120 1.72606 0.09
H -2.04491 -1.22470 -0.33708 0.15
H -2.54395 -1.29829 1.98920 0.11
H -2.05305 0.90218 -1.14848 0.17
H -2.48376 1.55446 1.35422 0.08
O 1.61524 2.26376 -1.59979 -0.04
O 0.40008 -0.10518 -1.15759 -0.06
O 2.52701 -0.16355 0.73655 -0.02
O -0.64250 -2.45842 1.49911 -0.01
O -2.59199 -0.45814 1.50894 0.00
O -1.82114 1.88685 0.75139 0.02
```

As for the total charge: 0. The total energy is -19769.7103 eV. Its energy above the lowest of the compared OMol25 structures with the same formula, charge and spin is 0.000 eV. Its SMILES is OC[C@@H]1O[C@@H](CO)[C@H](O)C(O)[C@H]1O. The spin multiplicity is 1.


The following is a quantum chemistry calculation of 2 unconnected molecules or ions with the total composition C28H33F5N3O2 in a non-equilibrium geometry, from the OMol25 dataset.

Geometry as XYZ:
```
71
Properties=species:S:1:pos:R:3:lowdin_charge:R:1
C -3.80074 2.94826 2.50138 0.00
N -2.63993 2.17324 2.12911 -0.03
C -1.98659 1.39550 3.04399 -0.35
O -2.28144 1.28260 4.23247 0.10
C -0.82223 0.72964 2.30385 -0.14
C -0.83669 -0.78707 2.38402 -0.04
C -0.82347 -1.26604 3.79150 -0.09
C -1.87945 -2.02732 4.28429 -0.13
F -2.91108 -2.33539 3.45374 0.10
C -1.93046 -2.43813 5.61043 -0.11
F -2.98281 -3.14387 6.06996 0.12
C -0.87800 -2.10356 6.46815 -0.10
F -0.91258 -2.49287 7.75652 0.13
C 0.21030 -1.36997 5.99167 -0.11
F 1.23482 -1.06272 6.81480 0.12
C 0.22095 -0.96123 4.66500 -0.13
F 1.27680 -0.21754 4.22116 0.08
N -0.98393 1.21416 0.94348 0.05
C -0.18115 0.75539 -0.02805 0.03
C -0.19842 1.24687 -1.32027 -0.05
C 0.83916 0.96101 -2.19393 0.03
C 1.02021 1.68840 -3.41265 -0.20
C 2.27169 1.71136 -4.08104 -0.02
C 2.50394 2.58112 -5.14370 -0.05
C 1.48654 3.45218 -5.57429 -0.04
C 0.23438 3.42289 -4.94235 -0.06
C -0.02768 2.49756 -3.93871 -0.01
C -2.10753 2.15238 0.76722 -0.45
C -3.16309 1.60907 -0.21908 0.01
C -1.67551 3.56733 0.35129 0.02
H -4.09112 2.65777 3.51457 0.10
H -3.57533 4.02263 2.46562 0.10
H -4.62091 2.74182 1.80560 0.09
H 0.12780 1.09172 2.72539 0.17
H -1.74255 -1.15304 1.88620 0.14
H 0.03173 -1.18041 1.84168 0.10
H 0.53593 -0.02285 0.23468 0.14
H -1.01404 1.90926 -1.60426 0.07
H 1.66137 0.36328 -1.81812 0.09
H 3.07030 1.05243 -3.72614 0.11
H 3.48833 2.60163 -5.61229 0.12
H 1.68518 4.17467 -6.37390 0.12
H -0.54303 4.13521 -5.22254 0.11
H -1.03064 2.41156 -3.51785 0.11
H -3.52949 0.63428 0.12898 0.11
H -3.98965 2.32679 -0.29025 0.09
H -2.74838 1.47229 -1.21806 0.07
H -1.23687 4.08827 1.21276 0.11
H -0.94228 3.55148 -0.45899 0.08
H -2.56123 4.12158 0.01159 0.10
C 2.33294 -2.53095 1.75848 -0.08
O 1.72323 -2.12228 0.52999 -0.23
C 1.75174 -3.16901 -0.41612 -0.20
C 1.27356 -2.71415 -1.78293 -0.29
C 1.74961 -3.71565 -2.83897 -0.14
C 2.11910 -2.90152 -4.09267 -0.15
C 2.38905 -1.48949 -3.56717 -0.20
N 1.87395 -1.40476 -2.18588 -0.05
H 2.37505 -1.65643 2.41591 0.08
H 1.74255 -3.32978 2.24675 0.10
H 3.35327 -2.90538 1.57582 0.10
H 2.78886 -3.55040 -0.48432 0.13
H 1.11893 -4.00169 -0.06325 0.14
H 0.17596 -2.60995 -1.79716 0.15
H 2.67639 -4.19336 -2.47526 0.12
H 1.04454 -4.53504 -3.02759 0.12
H 3.00520 -3.29238 -4.60118 0.11
H 1.29861 -2.88644 -4.81744 0.11
H 3.46594 -1.24253 -3.59623 0.12
H 1.86025 -0.74500 -4.16545 0.09
H 2.63016 -1.18741 -1.52995 0.12
```

As for the total charge: +1. The total energy is -51716.3184 eV. The spin multiplicity is 1.


The following is a quantum chemistry calculation of a molecular structure, C4H5Cl3O2S in a non-equilibrium geometry, from the OMol25 dataset.

Geometry as XYZ:
```
15
Properties=species:S:1:pos:R:3:lowdin_charge:R:1
C 3.65559 0.77885 -0.21098 -0.83
C 4.14797 -0.45645 -0.03388 -1.23
C 0.59448 -0.67405 0.53968 -0.16
C 0.43635 0.68682 -0.07073 -0.29
O 1.40355 -0.36524 -2.26130 -0.38
O 1.69924 2.10201 -2.04793 -0.36
S 1.71543 0.78635 -1.42431 0.71
Cl 4.08933 2.17443 0.48678 0.77
Cl 5.34915 -0.85920 1.15009 0.62
Cl 3.54604 -1.84594 -0.81866 0.70
H 1.11455 -0.61718 1.42726 0.03
H -0.46371 -0.83733 1.04095 0.13
H 1.01168 -1.41252 -0.23874 0.06
H 0.86180 1.56402 0.55725 0.12
H -0.46541 0.96390 -0.62977 0.10
```

As for the total charge: 0. The total energy is -56722.9275 eV. Its energy above the lowest of the compared OMol25 structures with the same formula, charge and spin is 2.235 eV. The spin multiplicity is 1.


The following is a quantum chemistry calculation of a molecular structure, C11H24F3O7S2Si, from the OMol25 dataset.

Geometry as XYZ:
```
48
Properties=species:S:1:pos:R:3:lowdin_charge:R:1
C 5.47789 2.02849 -1.01775 -0.12
O 4.61740 0.91885 -1.10050 -0.21
C 4.91958 -0.06128 -0.12360 -0.23
C 3.83657 -1.14449 -0.09873 -0.17
C 3.00709 -1.24212 -1.37840 -0.21
C 2.09033 -2.46681 -1.38291 -0.20
C 1.05818 -2.49029 -0.25012 -0.17
C 0.29402 -1.18410 -0.14855 -0.26
O -0.82433 -1.40662 0.71010 -0.33
S -1.97042 -0.27142 0.96165 0.89
O -2.27563 -0.38169 2.35624 -0.36
O -0.98043 1.03010 0.80872 -0.44
Si -1.26674 2.22256 -0.34838 0.35
C 0.24427 3.30665 -0.26575 -0.16
C -2.80871 3.17116 0.06968 -0.16
C -1.43078 1.49553 -2.06247 -0.17
H 5.23456 2.65655 -0.15210 0.09
H 6.52674 1.71548 -0.93628 0.08
H 5.35835 2.61304 -1.92877 0.09
H 5.90574 -0.49561 -0.34202 0.12
H 4.99288 0.42610 0.85774 0.12
H 4.31542 -2.11331 0.07506 0.12
H 3.17730 -0.97473 0.75561 0.11
H 2.41923 -0.33030 -1.50123 0.10
H 3.67344 -1.28020 -2.24404 0.12
H 1.56530 -2.51750 -2.34162 0.11
H 2.70683 -3.36917 -1.31637 0.11
H 1.53921 -2.70312 0.70753 0.12
H 0.33644 -3.28893 -0.43023 0.12
H 0.90861 -0.38611 0.26982 0.11
H -0.04405 -0.86751 -1.14406 0.12
H 1.14540 2.72275 -0.46983 0.03
H 0.35365 3.75330 0.72464 0.04
H 0.18364 4.10990 -1.00427 0.03
H -3.71726 2.60315 -0.13970 0.04
H -2.83222 3.47530 1.11745 0.04
H -2.82570 4.07473 -0.54848 0.03
H -0.45462 1.29638 -2.51115 0.03
H -2.01621 0.57412 -2.07983 0.03
H -1.94951 2.22103 -2.69565 0.03
C -6.06469 -2.05548 3.37585 -0.67
F -6.78382 -2.80401 4.23435 0.09
F -6.22039 -0.77493 3.75510 0.10
F -4.77707 -2.37050 3.56741 0.10
S -6.59427 -2.32538 1.62617 0.42
O -7.98901 -1.93909 1.65970 -0.34
O -6.34055 -3.73777 1.43827 -0.34
O -5.72168 -1.43269 0.89174 -0.35
```

As for the total charge: -1. The total energy is -63832.8639 eV. The spin multiplicity is 1.